[1]
Formula: C30H22F6NRuS2
Source: OMol25
Level of theory: wB97M-V/def2-TZVPD

Spin multiplicity: 6
Charge: 0
E (hartree): -2701.4482
Strongest force on any atom (eV/A): 0.5
HOMO energy (spin up / spin down) (eV): -5.6 / -8.3
Relative energy (zero: lowest compared OMol25 entry of this formula, charge and spin) (eV): 1.945

Geometry as XYZ:
```
62
C30H22F6NRuS2 | OMol25 | wB97M-V/def2-TZVPD
Ru -0.85077 1.15713 -1.26900
C 4.49520 -3.84876 -0.80569
C 3.13407 -3.15857 -0.85795
C 2.32528 -3.76103 -2.01585
C 2.39830 -3.42661 0.46331
C 3.26510 -1.64719 -1.06069
C 4.49002 -0.99325 -1.14875
C 4.55897 0.38910 -1.31688
C 3.39264 1.11673 -1.39836
S 3.22639 2.86120 -1.59993
C 1.50632 2.70457 -1.54486
N 1.06949 1.35859 -1.41641
C 2.15166 0.47944 -1.31827
C 2.09477 -0.88999 -1.14874
C 0.52120 3.69363 -1.56284
C 0.70831 5.08908 -1.61472
C -0.39822 5.91757 -1.58477
C -1.69405 5.40736 -1.48957
C -1.88403 4.02614 -1.41957
C -0.79918 3.16294 -1.46605
H 4.35045 -4.92274 -0.67414
H 5.10113 -3.49130 0.02964
H 5.06070 -3.69924 -1.72785
H 2.25338 -4.84511 -1.89879
H 2.80468 -3.55148 -2.97450
H 1.30958 -3.36341 -2.05283
H 2.31202 -4.50217 0.63625
H 1.38921 -3.00919 0.44968
H 2.93794 -2.98601 1.30482
H 5.41326 -1.55125 -1.08513
H 5.52130 0.88167 -1.38013
H 1.13377 -1.37658 -1.06918
H 1.70469 5.51268 -1.66791
H -0.25489 6.99058 -1.63049
H -2.54392 6.07631 -1.47247
H -2.89292 3.63302 -1.34660
F -7.02188 -1.30257 -0.33134
C -5.73316 -1.26976 -0.65204
C -5.06044 -0.06332 -0.68921
F -5.68914 1.07368 -0.40936
C -3.72447 -0.07649 -1.02075
F -3.09618 1.14934 -1.05595
C -2.99728 -1.20491 -1.32605
S -1.28715 -1.14218 -1.76741
C -3.71005 -2.39722 -1.28072
F -3.10451 -3.54908 -1.56032
C -5.05344 -2.43681 -0.95006
F -5.69992 -3.59703 -0.91560
F -1.93106 0.09331 6.91960
C -1.63711 0.33516 5.62975
C -0.96011 -0.63379 4.90832
C -0.65865 -0.38084 3.58743
C -1.02713 0.83640 2.96933
C -0.71730 1.08579 1.61699
C -1.71631 1.79011 3.75302
C -2.02220 1.54491 5.07524
H -0.68235 -1.56157 5.38993
H -0.12860 -1.12443 3.00400
H -0.13835 0.34833 1.07178
H -0.96093 2.05109 1.18558
H -2.00564 2.73050 3.29939
H -2.54852 2.26752 5.68369
```

[2]
Formula: C30H22MnN8PS2
Source: OMol25
Level of theory: wB97M-V/def2-TZVPD

Spin multiplicity: 2
Charge: +1
E (hartree): -3882.9485
Strongest force on any atom (eV/A): 3.0
HOMO energy (spin up / spin down) (eV): -11.2 / -11.0
Relative energy (zero: lowest compared OMol25 entry of this formula, charge and spin) (eV): 1.860

Geometry as XYZ:
```
64
C30H22MnN8PS2 | OMol25 | wB97M-V/def2-TZVPD
Mn 0.04280 0.50460 -0.02780
N -0.84680 0.94340 3.45790
C -1.43210 1.83730 2.65280
N -2.11670 2.80370 3.23850
C -2.69810 3.70560 2.45200
N -3.39600 4.68540 3.00680
N -2.59150 3.68440 1.10780
C -1.84470 2.73560 0.60390
N -1.23650 1.75300 1.30160
C -1.57670 2.80200 -0.83930
C -2.41400 3.51860 -1.68580
C -2.09610 3.59000 -3.03080
C -0.91550 2.99930 -3.45740
C -0.12980 2.31760 -2.54040
N -0.46510 2.17940 -1.26030
H -1.08880 0.98740 4.43480
H -0.53620 0.06280 3.06990
H -3.46380 4.74200 4.00820
H -3.83350 5.37630 2.42180
H -3.29770 3.97790 -1.27540
H -2.74960 4.09180 -3.72770
H -0.61210 3.05720 -4.48960
H 0.79850 1.84620 -2.84300
C 4.87990 -1.08940 5.66450
C 4.96870 -2.25310 4.91690
C 4.37760 -2.32040 3.66610
C 3.68540 -1.22190 3.16560
C 3.63320 -0.04050 3.89940
C 4.22740 0.01790 5.14570
P 2.84990 -1.36060 1.53930
C 3.00380 0.37730 0.96270
C 4.14100 0.68640 0.22150
C 4.33500 1.96320 -0.27600
C 3.38640 2.95390 -0.05480
C 2.25180 2.66740 0.68900
C 2.04460 1.38020 1.19830
C 1.08370 -1.53370 2.02080
C 0.85600 -2.45810 3.04980
C -0.41330 -2.90700 3.34830
C -1.48660 -2.44840 2.60250
C -1.27650 -1.51940 1.59510
C -0.00230 -1.03400 1.27720
H 5.33290 -1.03400 6.64320
H 5.50570 -3.10570 5.30410
H 4.45540 -3.22120 3.07170
H 3.14010 0.83340 3.49870
H 4.18320 0.93500 5.71350
H 4.88000 -0.08290 0.05260
H 5.22940 2.18780 -0.83610
H 3.54490 3.95580 -0.42890
H 1.54360 3.45170 0.93660
H 1.29660 1.24030 1.98840
H 1.70360 -2.80870 3.62400
H -0.56390 -3.62490 4.14010
H -2.47980 -2.82340 2.79380
H -2.13780 -1.17870 1.03160
S 1.51150 -0.49730 -1.44530
C 0.17360 -1.05280 -2.39350
S -1.27540 -0.66970 -1.53740
C 0.27460 -1.65250 -3.61990
C -0.87010 -2.01960 -4.35050
N -1.81290 -2.30670 -4.93530
C 1.53190 -1.88480 -4.21330
N 2.55490 -2.06050 -4.70060
```

[3]
Formula: C30H22N5O9PbS2
Source: OMol25
Level of theory: wB97M-V/def2-TZVPD

Charge: +1
E (hartree): -3096.4260
Strongest force on any atom (eV/A): 0.8
HOMO energy (spin up / spin down) (eV): -10.9 / -11.0
Relative energy (zero: lowest compared OMol25 entry of this formula, charge and spin) (eV): 1.005

Geometry as XYZ:
```
69
C30H22N5O9PbS2 | OMol25 | wB97M-V/def2-TZVPD
Pb -2.65170 -0.84345 -2.27518
C 7.63268 5.39319 5.37969
O 7.13368 4.04462 5.39789
C 6.15640 3.70219 4.57950
C 5.55302 4.58762 3.66233
C 4.54482 4.12744 2.85775
C 4.10377 2.78959 2.93351
C 4.72596 1.91478 3.86418
C 5.72876 2.36123 4.66814
C 3.06724 2.28048 2.12643
N 2.60939 1.01238 2.17558
C 1.64530 0.93126 1.27257
C 1.46220 2.18359 0.60784
N 2.36871 3.00751 1.16658
C 0.50462 2.38324 -0.42296
C 0.31166 3.58723 -1.11522
C -0.62770 3.64362 -2.11119
C -1.35398 2.48449 -2.39459
N -1.18473 1.34438 -1.74078
C -0.28355 1.26636 -0.76289
C -0.13003 -0.03980 -0.06004
N -0.92387 -1.04895 -0.41692
C -0.77428 -2.23443 0.16586
C 0.17469 -2.47769 1.15760
C 0.99011 -1.44933 1.54761
C 0.83757 -0.20372 0.93113
H 8.41364 5.42329 6.12951
H 6.84062 6.09345 5.64156
H 8.04922 5.62911 4.40136
H 5.87473 5.61477 3.58961
H 4.09533 4.82438 2.16036
H 4.38775 0.88976 3.91992
H 6.21572 1.71286 5.38370
H 2.52387 3.97284 0.93008
H 0.89934 4.46489 -0.87207
H -0.80653 4.54902 -2.67298
H -2.09378 2.47125 -3.18871
H -1.44185 -3.01585 -0.17903
H 0.25482 -3.46365 1.59199
H 1.74825 -1.57744 2.30918
O -5.36036 -1.68121 -0.57958
S -4.60144 -1.04793 0.67673
O -3.89250 -2.05803 1.41506
O -3.87697 0.04737 0.04670
C -5.88955 -2.99377 -0.46702
C -6.87525 -3.27275 0.44858
C -7.40447 -4.55660 0.50020
C -6.94604 -5.52955 -0.37204
C -5.94733 -5.23112 -1.28925
C -5.39676 -3.95887 -1.34258
S -4.12603 -3.63192 -2.52609
O -2.97845 -3.17693 -1.66291
O -3.86773 -4.84693 -3.23621
O -4.56787 -2.49045 -3.32128
H -7.22288 -2.49916 1.12385
H -8.17908 -4.78629 1.21980
H -7.37031 -6.52448 -0.34363
H -5.57705 -5.97320 -1.98421
O 1.16696 -2.16398 -2.20294
C 0.61390 -1.89764 -3.25379
C 1.22810 -2.06023 -4.63961
C 0.16192 -1.52844 -5.59752
C -0.93440 -1.05652 -4.66565
O -1.95970 -0.44774 -4.96661
N -0.65753 -1.36949 -3.37025
H 1.47461 -3.10995 -4.79093
H 2.16121 -1.49887 -4.67586
H -0.25126 -2.28987 -6.25837
H 0.49440 -0.70197 -6.22350
```

[4]
Formula: C30H22N8ORe
Source: OMol25
Level of theory: wB97M-V/def2-TZVPD

Spin multiplicity: 4
Charge: +2
E (hartree): -1747.4302
Strongest force on any atom (eV/A): 3.1
HOMO energy (spin up / spin down) (eV): -13.9 / -13.9
Relative energy (zero: lowest compared OMol25 entry of this formula, charge and spin) (eV): 0.402

Geometry as XYZ:
```
62
C30H22N8ORe | OMol25 | wB97M-V/def2-TZVPD
Re 0.02526 0.29103 -0.30469
C -1.73923 -1.86111 3.13800
C -1.54007 -0.91161 2.14507
N -0.52535 -1.00929 1.27784
C 0.27177 -2.10761 1.38059
C 0.08740 -2.99339 2.44791
N -0.89517 -2.86545 3.30798
C 1.19604 -2.31715 0.27403
C 2.03680 -3.41399 0.11297
C 2.75482 -3.56977 -1.07461
C 2.58377 -2.60221 -2.06999
C 1.73478 -1.52292 -1.85032
N 1.06584 -1.37910 -0.68746
C 1.34830 -0.50994 -2.83014
C 1.70158 -0.54863 -4.18209
N 1.19682 0.28289 -5.06469
C 0.30714 1.16117 -4.64270
C -0.04425 1.25404 -3.30206
N 0.48232 0.44448 -2.37969
C 3.65256 -4.72333 -1.27769
C 4.89308 -4.56135 -1.89918
C 5.72692 -5.66676 -2.02659
N 5.36578 -6.85058 -1.59282
C 4.20126 -7.04513 -1.02226
C 3.30005 -6.00211 -0.83934
H -2.57780 -1.79919 3.81736
H -2.21330 -0.07310 2.04135
H 0.75707 -3.82566 2.59897
H 2.14918 -4.13828 0.90105
H 3.09252 -2.71513 -3.01231
H 2.39339 -1.28471 -4.56312
H -0.12654 1.80925 -5.38750
H -0.76679 1.98672 -2.97944
H 5.22411 -3.59866 -2.25574
H 6.70503 -5.59562 -2.48403
H 3.97752 -8.05304 -0.69819
H 2.33517 -6.19787 -0.39970
N 2.77501 2.47195 2.80943
C 1.76087 1.77777 2.30363
O 1.89069 1.12289 1.26407
C 0.46341 1.79412 3.08947
C -0.71575 2.35051 2.26890
H 3.67478 2.44705 2.35352
H 2.71459 2.99067 3.67059
H 0.56954 2.39340 3.99117
H 0.25314 0.76678 3.39643
H -0.64159 3.44101 2.22848
H -1.64991 2.10846 2.78076
N -2.12807 8.22755 -3.27766
C -1.96164 7.19479 -2.81644
C -1.72766 5.91900 -2.24989
C -2.79820 5.08663 -1.92099
C -2.55484 3.84810 -1.35968
C -1.24047 3.43392 -1.12783
C -0.17081 4.25632 -1.50522
C -0.41139 5.50201 -2.04222
C -0.93202 2.25642 -0.34748
C -0.76684 1.87767 0.86970
H -3.80947 5.42272 -2.09451
H -3.37695 3.20542 -1.08696
H 0.84006 3.92113 -1.32540
H 0.40562 6.15977 -2.29809
```

[5]
Formula: C30H23AsMoN7O7S
Source: OMol25
Level of theory: wB97M-V/def2-TZVPD

Charge: +3
E (hartree): -4768.2706
Strongest force on any atom (eV/A): 2.8
HOMO energy (eV): -16.8
Relative energy (zero: lowest compared OMol25 entry of this formula, charge and spin) (eV): 0.000

Geometry as XYZ:
```
70
C30H23AsMoN7O7S | OMol25 | wB97M-V/def2-TZVPD
Mo 0.50950 0.62446 -0.54887
C -0.79910 2.95256 -4.12587
C -2.18210 3.06326 -3.98127
C -2.73140 2.67706 -2.78207
C -1.89720 2.21026 -1.75457
N -0.56680 1.98526 -1.93887
C -0.05570 2.39086 -3.10987
N -2.42780 2.20536 -0.51847
C -1.72810 2.22916 0.55083
N -0.35910 1.86576 0.67643
C -0.06000 2.08866 2.04523
N 1.02830 1.79286 2.63793
C 2.14540 1.29786 2.08953
C 3.22280 1.15466 2.97823
C 4.43260 0.68776 2.52593
C 4.53950 0.39196 1.16623
C 3.44180 0.54986 0.35283
N 2.23010 0.96526 0.76523
C -1.18900 2.66626 2.73063
C -1.31920 3.18366 4.00933
C -2.53770 3.77086 4.33753
C -3.58490 3.82726 3.42283
C -3.46300 3.29396 2.14183
C -2.24760 2.71596 1.80663
H -0.30750 3.30556 -5.01797
H -2.79250 3.48816 -4.76387
H -3.78250 2.77876 -2.57187
H 1.02220 2.31246 -3.21987
H 3.04000 1.41316 4.00933
H 5.26970 0.56476 3.19473
H 5.46420 0.03536 0.74243
H 3.55510 0.31566 -0.69897
H -0.49280 3.16246 4.69973
H -2.66050 4.22036 5.31023
H -4.50360 4.32146 3.70063
H -4.26600 3.35806 1.42563
O 1.48770 -0.14674 -4.12317
As 2.80240 0.31956 -3.08327
O 3.12790 -1.31094 -2.40897
O 1.76600 0.92116 -1.76387
C 2.58400 -2.41724 -2.99667
C 3.32920 -3.20544 -3.86817
C 2.73930 -4.30484 -4.47427
C 1.41920 -4.64744 -4.20047
C 0.69570 -3.91204 -3.27707
C 1.27360 -2.78354 -2.71017
S 0.44500 -1.94964 -1.40777
O -0.44590 -2.81544 -0.72757
O 1.42250 -1.28034 -0.47077
O -0.31150 -0.65544 -1.81207
H 1.63690 0.02156 -5.06067
H 4.36280 -2.94134 -4.04837
H 3.31590 -4.89644 -5.16967
H 0.96890 -5.50484 -4.67757
H -0.30680 -4.18384 -2.99027
N -2.35820 -3.74194 4.50183
C -2.75120 -3.52304 3.24013
O -3.61080 -4.12904 2.65593
C -1.99490 -2.42834 2.48913
C -0.64240 -2.16524 2.68643
C -0.00110 -1.27434 1.84943
N -0.63260 -0.60704 0.87023
C -1.94130 -0.85504 0.68433
C -2.64590 -1.75524 1.45563
H -2.82980 -4.46934 5.02313
H -1.72590 -3.14274 5.00283
H -0.07310 -2.68184 3.44343
H 1.06670 -1.10814 1.95503
H -2.43500 -0.32264 -0.12567
H -3.68450 -1.96994 1.25183
```

[6]
Formula: C30H23BeN5O6S
Source: OMol25
Level of theory: wB97M-V/def2-TZVPD

Charge: 0
E (hartree): -2295.2393
Strongest force on any atom (eV/A): 0.4
HOMO energy (eV): -7.6
Relative energy (zero: lowest compared OMol25 entry of this formula, charge and spin) (eV): 0.051

Geometry as XYZ:
```
66
C30H23BeN5O6S | OMol25 | wB97M-V/def2-TZVPD
Be -0.67269 0.45299 -1.32041
O 5.30402 0.09831 2.25625
N 4.47531 0.63045 2.97110
O 4.71350 1.10656 4.05928
C 3.07542 0.67410 2.50649
C 2.14394 0.57148 3.47086
C 0.76292 0.59543 3.13061
C -0.24477 0.49580 4.10585
C -1.55369 0.56605 3.71822
C -1.83507 0.78347 2.36013
N -0.90728 0.88044 1.43554
C 0.37424 0.73964 1.79095
C 1.38438 0.75188 0.74518
N 0.99258 0.73290 -0.56197
C 1.93090 0.84108 -1.49337
C 3.28569 0.99240 -1.21281
C 3.70433 0.94137 0.08550
C 2.74831 0.77750 1.10479
H 2.44909 0.48485 4.50473
H 0.02973 0.36623 5.14557
H -2.36170 0.47606 4.43022
H -2.86204 0.87868 2.02313
H 1.59518 0.78777 -2.51684
H 3.98556 1.11298 -2.02687
H 4.75143 1.01417 0.32684
C 4.20419 -2.94540 0.55878
C 2.72345 -2.75544 0.38306
C 1.89405 -2.59794 1.49396
C 0.53024 -2.40851 1.34277
C -0.01506 -2.38265 0.06669
C 0.78076 -2.57285 -1.05064
C 2.14721 -2.74190 -0.88415
S -1.75937 -2.17241 -0.11980
O -2.33573 -2.20660 1.20747
O -2.22572 -3.15081 -1.06499
N -1.85837 -0.67310 -0.72610
C -3.06716 -0.01000 -0.59276
C -4.30897 -0.51324 -0.26187
C -5.42040 0.34990 -0.16622
C -5.33406 1.69538 -0.40001
C -4.08244 2.24744 -0.75733
C -3.85259 3.60926 -1.05472
C -2.60155 4.03213 -1.40891
C -1.55294 3.09853 -1.46248
N -1.73364 1.83632 -1.16918
C -2.97265 1.39139 -0.83856
H 4.66974 -2.04523 0.96512
H 4.68712 -3.17614 -0.39016
H 4.41427 -3.76021 1.25325
H 2.32405 -2.63398 2.48930
H -0.12387 -2.29211 2.19761
H 0.34083 -2.57188 -2.03807
H 2.77549 -2.88108 -1.75652
H -4.43896 -1.56900 -0.07545
H -6.37768 -0.08317 0.09591
H -6.20404 2.33568 -0.33419
H -4.68030 4.30708 -1.01059
H -2.40503 5.06571 -1.65540
H -0.55337 3.39672 -1.75438
C 0.15008 -0.87222 -5.08464
O 0.21383 -0.72403 -3.66470
C -0.53251 0.32201 -3.13013
O -1.10720 1.05582 -3.90922
H 0.73308 -1.75813 -5.32643
H 0.56599 0.00012 -5.59039
H -0.88008 -0.99809 -5.41484
```

[7]
Formula: C30H23F3N7NdO5S2
Source: OMol25
Level of theory: wB97M-V/def2-TZVPD

Spin multiplicity: 4
Charge: 0
E (hartree): -3574.1284
Strongest force on any atom (eV/A): 1.1
HOMO energy (spin up / spin down) (eV): -7.8 / -7.8
Relative energy (zero: lowest compared OMol25 entry of this formula, charge and spin) (eV): 0.000

Geometry as XYZ:
```
71
C30H23F3N7NdO5S2 | OMol25 | wB97M-V/def2-TZVPD
Nd -0.17002 1.49242 0.30890
C -3.69916 6.13292 1.48725
S -2.69471 6.17477 -0.00287
C -1.86403 4.62651 -0.02104
S -2.07845 3.47202 1.22240
N -1.15277 4.57727 -1.12792
N -0.31695 3.49661 -1.22616
C 0.20656 3.35399 -2.38641
C 1.32496 2.41985 -2.59370
C 2.09425 2.52332 -3.74609
C 3.25274 1.77291 -3.85140
C 3.60964 0.94010 -2.80456
C 2.76078 0.85843 -1.71211
N 1.63201 1.55795 -1.61259
H -4.63083 6.64720 1.25966
H -3.19377 6.62783 2.31332
H -3.91510 5.10417 1.76500
H -0.08507 4.01501 -3.19914
H 1.79843 3.21393 -4.52398
H 3.87779 1.85451 -4.73100
H 4.51869 0.35638 -2.82401
H 2.98051 0.19226 -0.88864
O 3.58414 2.81118 1.74791
C 2.52675 2.22881 1.62501
O 1.37906 2.71520 1.27498
C 2.54030 0.72578 1.86846
C 3.46555 0.21962 2.81014
C 3.48447 -1.11619 3.04977
C 2.60066 -1.96788 2.34073
C 2.55347 -3.36649 2.55113
C 1.67010 -4.14390 1.85986
C 0.79311 -3.55291 0.92206
C 0.82605 -2.20690 0.69569
C 1.73202 -1.38437 1.40197
N 1.71570 -0.03043 1.18323
H 4.12091 0.91884 3.30687
H 4.16345 -1.54390 3.77839
H 3.22849 -3.80658 3.27532
H 1.63736 -5.21214 2.02770
H 0.08763 -4.17092 0.38152
H 0.15358 -1.75129 -0.01741
O -3.20012 1.98162 -1.88834
C -2.40416 1.53419 -1.24009
F 0.30972 -5.12912 -4.23850
C -0.78550 -4.36744 -4.41935
F -0.87478 -4.11466 -5.73797
F -1.85106 -5.10274 -4.07475
C -0.69444 -3.08782 -3.62655
C 0.41968 -2.27907 -3.77890
C 0.48838 -1.11513 -3.03796
N -0.45797 -0.72755 -2.17693
C -1.53922 -1.50444 -2.06218
C -1.69698 -2.69376 -2.76476
H 1.22171 -2.54694 -4.45338
H 1.34718 -0.46590 -3.14006
H -2.31311 -1.16831 -1.38349
H -2.58893 -3.28769 -2.62740
C -1.25609 -1.10758 4.85110
N -1.93698 -0.91386 3.57921
C -3.13903 -1.51936 3.30764
C -3.75215 -1.34022 2.13466
C -3.11096 -0.53071 1.09814
O -3.65615 -0.34999 0.01058
N -1.88340 0.03453 1.38861
C -1.34045 -0.11237 2.62516
O -0.29007 0.48934 2.92081
H -1.99908 -1.35056 5.60833
H -0.74293 -0.19056 5.12217
H -0.52338 -1.91358 4.78736
H -3.55522 -2.11605 4.10844
H -4.71276 -1.78012 1.92018
```